i) Molecular formula: H30O15
Method: DFT, the ωB97M-V functional and the def2-TZVPD basis

Computed properties:
**HOMO-LUMO gap**: 8.4 eV
**HOMO**: -8.8 eV

Geometry as ORCA input:
```
! RIJCOSX wB97M-V def2-TZVPD def2/J DEFGRID3
* xyz 0 1
H -5.167 2.369 -2.328
O -1.806 -3.392 -1.778
H 0.398 3.335 -1.582
H 0.568 1.084 -0.444
H -1.233 -0.453 1.705
H 0.591 -2.995 -1.588
H -1.666 -4.036 0.366
O 1.176 -2.964 -0.830
H -0.420 0.592 0.563
H 2.293 1.506 0.758
H -1.813 -1.328 2.905
H 0.307 -0.796 5.254
H 1.334 -1.977 -0.588
O -5.151 2.460 -1.365
H -4.238 2.173 -1.133
H -3.906 2.151 1.820
O 2.215 -1.255 -3.745
H 4.653 0.093 -0.778
H -0.975 2.500 -1.698
H 5.529 -0.790 0.020
O 3.698 4.445 0.286
O -1.173 -0.603 2.666
O 2.320 0.894 0.105
O 0.383 0.026 4.766
H 3.196 0.845 -0.301
H -2.303 -3.142 -1.017
H 2.968 -0.945 -3.345
H -2.717 0.802 -2.777
O -3.389 1.571 1.297
H 1.686 -0.438 -3.813
H -0.520 0.337 4.410
H -1.365 -4.128 1.887
O -0.454 3.083 -1.140
H 0.106 -2.254 1.720
H -4.054 1.283 0.643
H -1.270 -2.619 -2.175
H 3.755 4.902 1.098
H 1.583 -1.893 1.572
O 0.871 -2.156 1.025
O 4.637 -0.709 -0.188
O -1.416 -3.561 1.162
H 3.769 3.579 0.693
H -1.210 0.627 -2.490
O 0.284 1.236 0.465
O -2.075 0.543 -2.081
*
```

Here are the Löwdin charges for atoms 1 to 5, given in e: atom 1 (H): 0.036, atom 2 (O): -0.064, atom 3 (H): 0.071, atom 4 (H): 0.025, atom 5 (H): 0.026

ii) Molecular formula: H30O15
Method: DFT, the ωB97M-V functional and the def2-TZVPD basis

Computed properties:
**HOMO-LUMO gap**: 9.5 eV
**HOMO**: -10.1 eV

Geometry as ORCA input:
```
! RIJCOSX wB97M-V def2-TZVPD def2/J DEFGRID3
* xyz 0 1
H -4.128 1.079 1.335
H -4.946 1.428 2.595
H 2.323 0.122 -0.670
H 3.867 0.822 0.637
H -1.065 -3.902 -0.182
H -3.387 -1.464 -2.045
H -1.099 1.961 1.549
H 4.692 -0.351 -0.901
O -2.050 -2.555 0.520
H 0.500 3.971 -2.170
O 3.951 1.847 0.514
H -1.614 3.751 0.219
H 4.952 -0.885 2.258
O -3.063 0.571 -0.788
O 0.962 -2.356 3.101
H 0.115 3.393 -3.393
O 4.159 -0.437 1.917
H 0.922 -0.903 -2.412
H -1.500 4.641 1.398
O -1.414 -3.834 -1.063
H -2.333 -1.666 0.786
O 0.120 0.831 -0.535
H -4.387 -1.739 -1.045
H -2.296 -4.314 -0.874
O 0.509 3.115 -2.615
H 0.308 -2.587 3.748
H 0.574 -1.583 2.671
O -4.920 1.506 1.678
H 0.642 0.176 -0.180
H 1.213 0.031 -3.500
H 3.194 2.169 0.069
H 3.828 -1.089 1.287
H 0.400 1.591 1.012
H -0.841 0.583 -0.583
H -2.255 0.112 -1.186
H -2.542 -3.172 0.951
H 5.632 -1.436 -0.397
O 2.342 -0.785 -0.878
O 0.436 -0.283 -2.918
O -0.140 1.687 1.765
O -3.800 -2.199 -1.542
H 1.947 -1.121 -0.041
O -2.157 3.997 0.955
O 5.570 -0.743 -1.060
H -3.221 0.022 0.013
*
```

Here are the Löwdin charges for atoms 1 to 5, given in e: atom 1 (H): 0.000, atom 2 (H): 0.004, atom 3 (H): -0.001, atom 4 (H): 0.021, atom 5 (H): 0.001

Least stable: i)

i) Molecular formula: C3H6N3S
Method: DFT, the ωB97M-V functional and the def2-TZVPD basis

Computed properties:
**HOMO-LUMO gap (alpha / beta)**: 7.4 / 7.4 eV
**HOMO (alpha / beta)**: -13.1 / -13.1 eV

Geometry as ORCA input:
```
! RIJCOSX wB97M-V def2-TZVPD def2/J DEFGRID3
* xyz 1 1
C 1.789 1.355 -0.110
H -0.712 -1.248 0.645
H 2.742 -1.723 -0.077
N 2.018 0.107 -0.103
C 0.352 1.843 0.045
S 3.471 -0.546 -0.121
N -0.605 1.172 -0.429
H 2.520 2.131 0.145
N -1.257 0.267 -0.694
H 0.214 2.962 0.164
H -2.526 -0.753 0.664
H -1.963 -1.625 -0.747
C -1.646 -0.966 0.030
*
```

Here are the Löwdin charges for atoms 1 to 5, given in e: atom 1 (C): -0.227, atom 2 (H): 0.130, atom 3 (H): -0.063, atom 4 (N): -0.481, atom 5 (C): 0.022

ii) Molecular formula: C3H6N3S
Method: DFT, the ωB97M-V functional and the def2-TZVPD basis

Computed properties:
**HOMO-LUMO gap**: 10.6 eV
**HOMO**: -14.0 eV

Geometry as ORCA input:
```
! RIJCOSX wB97M-V def2-TZVPD def2/J DEFGRID3
* xyz 1 1
N -0.338 1.290 0.197
N 0.646 -0.609 0.500
H 0.476 2.303 1.854
C -0.173 0.054 -0.320
H 1.751 -2.022 1.542
H -1.936 -0.018 -1.386
N 1.066 0.204 1.491
S 1.216 -2.166 0.325
C -0.951 -0.505 -1.515
H -1.241 -1.466 -1.299
H -0.235 -0.330 -2.306
C 0.466 1.314 1.302
H -0.747 1.951 -0.384
*
```

Here are the Löwdin charges for atoms 1 to 5, given in e: atom 1 (N): 0.188, atom 2 (N): -0.474, atom 3 (H): 0.178, atom 4 (C): -0.281, atom 5 (H): -0.076

Least stable: i)

i) Molecular formula: C4H6ClNO
Method: DFT, the ωB97M-V functional and the def2-TZVPD basis

Computed properties:
**HOMO-LUMO gap (alpha / beta)**: 8.3 / 8.3 eV
**HOMO (alpha / beta)**: -8.4 / -8.4 eV

Geometry as ORCA input:
```
! RIJCOSX wB97M-V def2-TZVPD def2/J DEFGRID3
* xyz 0 1
C 1.157 0.151 0.349
C -0.167 -0.124 0.987
C 0.546 1.471 -0.188
H -1.452 -1.675 -0.478
C -0.520 -1.488 -0.854
N -0.707 1.184 0.688
H -0.592 -1.194 -1.863
Cl -0.712 -1.068 2.273
H 0.541 1.484 -1.219
H 1.074 2.400 0.317
O 2.263 -0.320 0.312
H 0.188 -2.173 -0.591
H -1.619 1.352 0.269
*
```

Here are the Löwdin charges for atoms 1 to 5, given in e: atom 1 (C): -0.454, atom 2 (C): -0.728, atom 3 (C): -0.059, atom 4 (H): -0.024, atom 5 (C): 0.099

ii) Molecular formula: C4H6ClNO
Method: DFT, the ωB97M-V functional and the def2-TZVPD basis

Computed properties:
**HOMO-LUMO gap (alpha / beta)**: 7.2 / 7.9 eV
**HOMO (alpha / beta)**: -7.3 / -7.5 eV

Geometry as ORCA input:
```
! RIJCOSX wB97M-V def2-TZVPD def2/J DEFGRID3
* xyz 0 1
H -2.791 0.822 0.025
O -2.679 -1.576 -2.058
C -2.123 0.444 -0.746
H 1.688 0.791 1.741
N -1.060 1.175 -1.217
Cl 0.945 0.286 -1.116
C -2.436 -0.757 -1.264
H 0.830 -1.627 0.273
H -0.861 2.089 -0.765
H 1.986 -0.808 2.234
C 1.197 -0.628 0.247
C 2.119 -0.194 1.357
H 3.184 -0.017 1.289
*
```

Here are the Löwdin charges for atoms 1 to 5, given in e: atom 1 (H): 0.102, atom 2 (O): 0.179, atom 3 (C): -0.265, atom 4 (H): 0.085, atom 5 (N): -0.181

Least stable: ii)

i) Molecular formula: C2H6N2S
Method: DFT, the ωB97M-V functional and the def2-TZVPD basis

Computed properties:
**HOMO-LUMO gap**: 9.8 eV
**HOMO**: -9.0 eV

Geometry as ORCA input:
```
! RIJCOSX wB97M-V def2-TZVPD def2/J DEFGRID3
* xyz 0 1
N -0.432 1.461 1.428
H 1.748 0.887 1.001
C -0.193 -1.264 -1.512
H -1.412 1.296 1.613
H 0.600 -0.778 -2.095
N 1.334 0.340 0.286
S -1.212 -0.180 -0.409
C 0.116 0.553 0.574
H 0.224 -2.124 -0.929
H 0.060 1.403 2.345
H -0.834 -1.594 -2.302
*
```

Here are the Löwdin charges for atoms 1 to 5, given in e: atom 1 (N): 0.028, atom 2 (H): 0.027, atom 3 (C): -0.402, atom 4 (H): 0.058, atom 5 (H): 0.039

ii) Molecular formula: C2H6N2S
Method: DFT, the ωB97M-V functional and the def2-TZVPD basis

Computed properties:
**HOMO-LUMO gap**: 9.2 eV
**HOMO**: -8.4 eV

Geometry as ORCA input:
```
! RIJCOSX wB97M-V def2-TZVPD def2/J DEFGRID3
* xyz 0 1
H 0.862 2.081 0.196
C 0.864 0.023 0.091
H -0.607 1.092 -0.080
S 1.811 -1.393 0.075
H -0.787 -1.834 -0.429
H -2.300 -0.618 -0.630
H 2.348 1.402 -0.399
C -1.388 -0.929 -0.111
N 1.443 1.295 0.000
H -1.732 -1.280 0.977
N -0.515 0.159 0.311
*
```

Here are the Löwdin charges for atoms 1 to 5, given in e: atom 1 (H): 0.081, atom 2 (C): -0.883, atom 3 (H): 0.106, atom 4 (S): 0.544, atom 5 (H): 0.052

iii) Molecular formula: C2H6N2S
Method: DFT, the ωB97M-V functional and the def2-TZVPD basis

Computed properties:
**HOMO-LUMO gap**: 9.2 eV
**HOMO**: -8.5 eV

Geometry as ORCA input:
```
! RIJCOSX wB97M-V def2-TZVPD def2/J DEFGRID3
* xyz 0 1
H 1.374 -0.696 0.980
N 2.110 -0.364 0.323
H 2.939 -0.513 0.782
H -0.211 1.492 -0.899
N 1.505 0.708 -0.155
H -1.861 0.363 1.665
C 0.319 0.730 -0.302
S -0.734 -0.724 -0.314
H -3.096 0.059 0.345
H -1.901 1.580 -0.079
C -2.120 0.420 0.477
*
```

Here are the Löwdin charges for atoms 1 to 5, given in e: atom 1 (H): 0.064, atom 2 (N): 0.000, atom 3 (H): 0.056, atom 4 (H): 0.061, atom 5 (N): -0.129

iv) Molecular formula: C2H6N2S
Method: DFT, the ωB97M-V functional and the def2-TZVPD basis

Computed properties:
**HOMO-LUMO gap**: 9.5 eV
**HOMO**: -8.8 eV

Geometry as ORCA input:
```
! RIJCOSX wB97M-V def2-TZVPD def2/J DEFGRID3
* xyz 0 1
S -0.946 -0.371 0.210
N 1.464 0.559 -0.271
H 0.761 0.489 -2.869
H -0.911 0.240 -2.364
C -0.713 -0.468 2.078
N 0.126 0.027 -2.172
H 2.060 0.938 -0.950
H -0.791 0.500 2.539
H -1.664 -0.944 2.236
C 0.432 0.136 -0.855
H 0.182 -1.103 2.418
*
```

Here are the Löwdin charges for atoms 1 to 5, given in e: atom 1 (S): 0.821, atom 2 (N): 0.058, atom 3 (H): 0.120, atom 4 (H): 0.112, atom 5 (C): -0.354

Least stable: iii)

i) Molecular formula: C2H3NOS
Method: DFT, the ωB97M-V functional and the def2-TZVPD basis

Computed properties:
**HOMO-LUMO gap**: 9.3 eV
**HOMO**: -9.2 eV

Geometry as ORCA input:
```
! RIJCOSX wB97M-V def2-TZVPD def2/J DEFGRID3
* xyz 0 1
C 2.517 -0.184 -0.084
C -0.220 -0.216 0.427
O 2.239 -1.268 0.166
N 2.390 0.990 -0.209
H 0.109 1.606 -0.965
S 0.484 1.248 0.265
H -0.086 -0.790 1.399
H -0.467 -0.981 -0.426
*
```

Here are the Löwdin charges for atoms 1 to 5, given in e: atom 1 (C): -0.607, atom 2 (C): -0.439, atom 3 (O): 0.117, atom 4 (N): -0.113, atom 5 (H): -0.025

ii) Molecular formula: C2H3NOS
Method: DFT, the ωB97M-V functional and the def2-TZVPD basis

Computed properties:
**HOMO-LUMO gap**: 10.3 eV
**HOMO**: -10.0 eV

Geometry as ORCA input:
```
! RIJCOSX wB97M-V def2-TZVPD def2/J DEFGRID3
* xyz 0 1
S 0.450 -0.299 -1.689
H -0.644 1.345 -0.243
O -1.141 -0.628 0.347
C -0.065 0.426 -0.072
N 1.956 0.607 1.469
H -0.791 -0.716 -1.688
C 0.963 0.488 0.908
H -0.728 -1.223 0.968
*
```

Here are the Löwdin charges for atoms 1 to 5, given in e: atom 1 (S): 0.780, atom 2 (H): 0.115, atom 3 (O): -0.155, atom 4 (C): -0.597, atom 5 (N): 0.188

Least stable: i)

i) Molecular formula: C2H3NOS
Method: DFT, the ωB97M-V functional and the def2-TZVPD basis

Computed properties:
**HOMO-LUMO gap**: 10.0 eV
**HOMO**: -10.1 eV

Geometry as ORCA input:
```
! RIJCOSX wB97M-V def2-TZVPD def2/J DEFGRID3
* xyz 0 1
N 1.135 0.533 0.462
H -0.053 -1.509 -1.045
H -1.747 -1.652 -0.357
C -0.674 -0.304 0.644
S 0.855 1.653 -0.497
C -0.724 -1.227 -0.289
O 2.051 2.491 -0.599
H -0.842 0.014 1.681
*
```

Here are the Löwdin charges for atoms 1 to 5, given in e: atom 1 (N): -0.340, atom 2 (H): 0.051, atom 3 (H): 0.080, atom 4 (C): -0.040, atom 5 (S): 0.754

ii) Molecular formula: C2H3NOS
Method: DFT, the ωB97M-V functional and the def2-TZVPD basis

Computed properties:
**HOMO-LUMO gap**: 8.6 eV
**HOMO**: -8.9 eV

Geometry as ORCA input:
```
! RIJCOSX wB97M-V def2-TZVPD def2/J DEFGRID3
* xyz 0 1
O -2.704 -0.861 0.417
H 1.769 1.118 0.195
N -1.044 0.396 -0.641
C -1.935 -0.267 -0.204
S 2.207 -1.174 -0.157
H -0.735 0.643 -1.552
H 0.884 0.030 1.392
C 1.558 0.116 0.548
*
```

Here are the Löwdin charges for atoms 1 to 5, given in e: atom 1 (O): 0.172, atom 2 (H): -0.002, atom 3 (N): 0.189, atom 4 (C): -0.414, atom 5 (S): 0.591

Least stable: i)